Computed, not measured: a molecular structure, C18H39As2N6O2Pd, with ωB97M-V/def2-TZVPD.

electronic energy = -5786.943543 hartree
net charge = +3
E_HOMO = -16.31 eV
energy above the lowest of the compared OMol25 structures with the same formula, charge and spin = 0.0 kcal per mole
orbital gap = 9.300 eV

Geometry as XYZ:
```
68
Properties=species:S:1:pos:R:3:nbo_charge:R:1
Pd 0.509 0.327 0.859 0.45
C 3.749 -0.138 -0.759 -0.95
As 2.782 0.836 0.590 1.20
C 2.986 2.685 0.075 -0.94
C 3.718 0.643 2.258 -0.40
C 5.103 0.630 2.360 -0.13
C 5.693 0.510 3.611 -0.18
C 4.906 0.405 4.750 -0.16
C 3.522 0.420 4.651 -0.19
C 2.928 0.536 3.400 -0.35
As 1.016 0.590 3.159 1.14
C 0.298 -0.750 4.348 -0.94
C 0.434 2.285 3.909 -0.95
H 4.693 0.364 -0.967 0.26
H 3.139 -0.153 -1.660 0.26
H 3.947 -1.147 -0.404 0.24
H 4.032 2.971 0.172 0.26
H 2.376 3.311 0.722 0.25
H 2.662 2.801 -0.958 0.26
H 5.728 0.717 1.479 0.22
H 6.771 0.500 3.699 0.25
H 5.374 0.311 5.721 0.25
H 2.922 0.339 5.550 0.23
H 0.500 -0.467 5.380 0.26
H 0.764 -1.709 4.134 0.25
H -0.778 -0.823 4.206 0.25
H 1.308 2.858 4.212 0.27
H -0.196 2.110 4.779 0.26
H -0.120 2.852 3.164 0.24
N -1.627 0.444 0.948 -0.82
C -2.155 0.393 -0.455 -0.17
C -3.175 1.495 -0.780 -0.42
C -4.607 1.011 -1.050 -0.41
C -5.310 1.926 -2.048 -0.21
N -4.744 1.726 -3.386 -0.56
C -5.404 1.569 -4.528 0.68
N -6.728 1.685 -4.596 -0.76
N -4.721 1.282 -5.638 -0.76
C -1.040 0.375 -1.530 0.77
O -1.399 0.489 -2.688 -0.66
O 0.174 0.150 -1.144 -0.77
H -2.120 -0.232 1.523 0.40
H -1.845 1.354 1.346 0.40
H -2.630 -0.584 -0.574 0.22
H -2.799 1.995 -1.672 0.23
H -3.179 2.258 0.003 0.21
H -5.192 0.970 -0.130 0.23
H -4.592 0.002 -1.467 0.22
H -5.189 2.972 -1.758 0.22
H -6.377 1.714 -2.066 0.21
H -3.735 1.659 -3.439 0.43
H -7.277 1.982 -3.810 0.43
H -7.209 1.578 -5.473 0.43
H -3.718 1.202 -5.627 0.43
H -5.177 1.229 -6.533 0.43
N 2.622 -5.236 -2.134 -0.67
C 1.371 -4.663 -1.497 -0.23
C 1.663 -3.359 -0.745 -0.24
N 0.518 -2.869 0.000 -0.82
H 2.409 -6.069 -2.688 0.46
H 3.312 -5.508 -1.428 0.45
H 3.069 -4.561 -2.759 0.45
H 0.988 -5.432 -0.829 0.23
H 0.658 -4.510 -2.305 0.23
H 1.962 -2.584 -1.454 0.21
H 2.497 -3.515 -0.053 0.20
H 0.165 -3.566 0.645 0.37
H -0.229 -2.585 -0.621 0.37
```

Computed, not measured: a gas-phase ion, HN2O4S (charge -1) at a distorted geometry, with ωB97M-V/def2-TZVPD.

electronic energy = -809.183294 hartree
SMILES string = O=S(=O)=NN([O-])O
net charge = -1
E_HOMO = -4.72 eV
energy above the lowest of the compared OMol25 structures with the same formula, charge and spin = 53.6 kcal per mole
orbital gap = 8.688 eV

Geometry as XYZ:
```
8
Properties=species:S:1:pos:R:3:nbo_charge:R:1
N -1.191 -0.023 -1.042 -0.43
N -1.334 -0.292 0.079 0.52
O -2.044 -2.485 -1.609 -0.97
O -0.191 0.449 1.019 -0.75
O -2.012 -0.986 0.754 -0.41
O -1.761 -0.997 -3.547 -0.98
S -2.365 -1.168 -2.181 1.58
H 0.478 0.297 0.308 0.44
```

Computed, not measured: 2 unconnected molecules or ions with the total composition C4H2NO3 at a distorted geometry, with ωB97M-V/def2-TZVPD.

electronic energy = -434.053272 hartree
net charge = -1
E_HOMO = -3.87 eV
energy above the lowest of the compared OMol25 structures with the same formula, charge and spin = 69.9 kcal per mole
orbital gap = 7.755 eV

Geometry as XYZ:
```
10
Properties=species:S:1:pos:R:3:nbo_charge:R:1
C 2.681 -1.441 -0.084 0.22
C 2.342 1.042 0.140 0.74
C -0.813 -0.269 0.269 0.28
C 1.996 -0.297 0.217 -0.28
N 3.071 -2.495 -0.383 -0.45
O 2.450 2.069 -0.469 -0.63
O 2.422 0.625 1.404 -0.53
O -1.558 -0.950 0.940 -0.58
H -0.486 0.730 0.587 0.11
H -0.465 -0.579 -0.723 0.12
```

Computed, not measured: a molecular structure, C37H32F3IrO3P2S at a distorted geometry, with ωB97M-V/def2-TZVPD.

electronic energy = -3138.938103 hartree
net charge = +2
E_HOMO (spin up / spin down) = -13.12 / -13.97 eV
2S+1 = 5
orbital gap (spin up / spin down) = 6.850 / 3.189 eV

Geometry as XYZ:
```
79
Properties=species:S:1:pos:R:3:lowdin_charge:R:1
C 0.628 -0.955 -2.380 -0.13
C -0.393 -1.335 -1.524 -0.37
C -1.684 -1.546 -2.010 -0.06
C -1.945 -1.400 -3.373 -0.04
C -0.882 -1.189 -4.268 -0.03
C 0.380 -0.936 -3.734 -0.13
P 0.095 -1.694 0.172 0.89
C -1.209 -2.908 0.634 -0.38
C -2.267 -2.419 1.391 -0.14
C -3.310 -3.271 1.750 -0.05
C -3.303 -4.600 1.325 -0.05
C -2.248 -5.089 0.542 -0.04
C -1.187 -4.237 0.185 -0.04
Ir -0.086 0.079 1.486 1.02
P 0.037 1.857 0.219 0.86
C -1.319 1.858 -0.994 -0.38
C -1.141 2.239 -2.331 -0.08
C -2.265 2.341 -3.155 -0.05
C -3.534 2.026 -2.663 -0.04
C -3.684 1.563 -1.359 -0.05
C -2.580 1.478 -0.522 -0.12
C -0.215 3.351 1.294 -0.25
C 0.636 3.500 2.394 -0.02
C 0.493 4.600 3.236 0.01
C -0.511 5.544 2.996 0.05
C -1.386 5.388 1.911 0.03
C -1.233 4.289 1.048 -0.01
C 1.628 2.229 -0.609 -0.34
C 2.682 1.339 -0.362 -0.11
C 3.907 1.534 -0.991 -0.04
C 4.093 2.644 -1.819 -0.03
C 3.075 3.594 -1.992 -0.04
C 1.831 3.397 -1.370 -0.07
C 1.693 -2.581 0.071 -0.34
C 2.103 -3.413 -0.995 -0.07
C 3.314 -4.117 -0.892 -0.05
C 4.088 -3.984 0.266 -0.05
C 3.680 -3.154 1.311 -0.05
C 2.483 -2.460 1.212 -0.12
H 1.396 2.735 2.581 0.13
H 1.192 4.717 4.060 0.14
H -0.623 6.399 3.665 0.15
H -2.196 6.101 1.735 0.14
H -1.919 4.129 0.209 0.12
H -0.153 2.507 -2.716 0.08
H -2.137 2.690 -4.184 0.12
H -4.407 2.142 -3.312 0.13
H -4.659 1.272 -0.978 0.12
H -2.676 1.115 0.500 0.10
H 2.535 0.501 0.328 0.08
H 4.702 0.807 -0.813 0.13
H 5.053 2.779 -2.330 0.13
H 3.238 4.487 -2.606 0.13
H 1.039 4.147 -1.474 0.12
H 1.493 -3.530 -1.894 0.11
H 3.641 -4.766 -1.710 0.12
H 5.028 -4.531 0.359 0.12
H 4.246 -3.025 2.232 0.12
H 2.138 -1.839 2.043 0.06
H -2.256 -1.368 1.712 0.08
H -4.101 -2.853 2.367 0.12
H -4.125 -5.260 1.615 0.12
H -2.243 -6.130 0.216 0.12
H -0.356 -4.601 -0.428 0.11
H -2.450 -1.899 -1.318 0.11
H -2.990 -1.495 -3.669 0.12
H -1.047 -1.151 -5.356 0.13
H 1.334 -0.688 -4.215 0.10
H 1.646 -0.761 -2.057 0.11
H 0.479 1.562 -4.967 0.08
H 1.020 1.183 -4.561 0.05
F -0.751 -2.249 6.430 0.16
C -0.843 -1.189 5.583 -0.55
F -2.059 -1.181 4.942 0.09
F -0.688 -0.046 6.304 0.13
S 0.372 -1.141 4.127 0.58
O 1.665 -1.005 4.763 -0.25
O 0.080 -2.286 3.268 -0.31
O -0.080 0.158 3.447 -0.53
```

Computed, not measured: C4H8N2S in the gas phase at a distorted geometry, with ωB97M-V/def2-TZVPD.

electronic energy = -664.752908 hartree
E_HOMO = -7.89 eV
energy above the lowest of the compared OMol25 structures with the same formula, charge and spin = 112.9 kcal per mole
orbital gap = 8.380 eV

Geometry as XYZ:
```
15
Properties=species:S:1:pos:R:3:nbo_charge:R:1
C 2.682 -0.505 0.340 0.24
C 3.957 0.200 0.061 -0.70
C -3.484 -0.012 -0.026 -0.61
C -2.011 0.336 -0.224 -0.58
N 1.505 -0.485 0.121 -0.07
N 0.395 -1.027 -0.079 -0.43
S -0.947 -0.373 0.996 0.31
H 4.436 0.504 0.992 0.25
H 3.694 1.117 -0.356 0.23
H 4.704 -0.555 -0.433 0.26
H -3.535 -1.162 0.155 0.22
H -4.004 0.514 0.891 0.21
H -3.972 0.133 -0.910 0.21
H -1.682 1.453 -0.369 0.21
H -1.737 -0.139 -1.158 0.24
```

Computed, not measured: 2 unconnected molecules or ions with the total composition C9H8INOS at a distorted geometry, with ωB97M-V/def2-TZVPD.

electronic energy = -1173.435734 hartree
E_HOMO (spin up / spin down) = -7.12 / -8.33 eV
energy above the lowest of the compared OMol25 structures with the same formula, charge and spin = 74.0 kcal per mole
orbital gap (spin up / spin down) = 6.683 / 7.606 eV

Geometry as XYZ:
```
21
Properties=species:S:1:pos:R:3:nbo_charge:R:1
C -1.293 -1.417 1.108 -0.27
C 0.129 -1.341 0.861 -0.23
C 1.685 2.354 1.070 -0.07
C 2.056 3.498 -0.725 0.32
C 2.124 1.571 0.067 0.16
C -2.054 -1.349 -0.030 -0.17
C 0.427 -1.341 -0.492 -0.29
C -3.568 -1.541 -0.153 -0.63
C 1.622 -1.394 -1.166 -0.35
N 2.355 2.278 -1.042 -0.52
O 1.644 3.615 0.565 -0.40
S -1.069 -1.298 -1.408 0.41
I 3.350 -1.096 -0.035 0.26
H -1.835 -1.507 2.050 0.22
H 0.987 -1.469 1.536 0.24
H 1.130 2.232 1.987 0.22
H 2.162 4.331 -1.267 0.18
H -3.802 -0.809 -0.930 0.23
H -3.722 -2.521 -0.518 0.23
H -3.951 -1.343 0.830 0.23
H 1.627 -1.451 -2.308 0.24
```